Computed, not measured: a single C10H15BrN2 molecule in a non-equilibrium geometry, with wB97M-V/def2-TZVPD.

Gap between HOMO and LUMO, eV: 9.57
ΔE to the lowest compared entry with this formula, charge and spin, kcal/mol: 10.6
E_HOMO, eV: -8.78
DFT total energy, hartree: -3073.4094
SMILES: C[C@@]1(Br)[C@@H](C2CC2)N=N[C@H]1C1CC1

Geometry as XYZ:
```
28
Properties=species:S:1:pos:R:3:forces:R:3:lowdin_charge:R:1
C -0.846361 1.533226 -0.554137 0.70 2.05 -0.94 -0.1573
C -1.019780 0.095234 -0.638704 0.50 -2.09 -0.96 -0.6608
Br -2.752111 -0.163655 -1.659065 0.47 -0.24 0.49 0.6839
C 0.096745 -0.771813 -1.434352 0.37 2.94 4.22 -0.2924
C 1.506601 -0.236983 -1.296379 -1.42 1.59 -0.26 -0.3100
C 2.653310 -0.876109 -1.965742 1.41 -3.73 1.42 -0.1443
C 2.103451 0.419254 -2.474003 1.13 -1.17 -1.80 -0.1107
N 0.174991 -1.933351 -0.658587 0.66 -3.56 -1.91 0.0199
N -0.418551 -2.006337 0.376344 -0.50 1.27 3.00 0.1067
C -1.027681 -0.667579 0.714502 -2.51 0.55 -0.51 -0.2861
C -0.540014 0.076135 1.936514 1.39 -1.64 -0.51 -0.2649
C -1.442211 0.910673 2.732558 -0.29 -1.34 -0.54 -0.1070
C -1.118496 -0.422827 3.235394 -1.12 -2.04 -1.18 -0.0974
H -1.552392 2.028243 0.082776 -0.41 0.13 0.39 0.0813
H -0.855783 2.043675 -1.514109 -0.66 -0.26 -0.43 0.0870
H 0.139770 1.844132 -0.278703 0.80 -0.22 1.00 0.0796
H -0.101506 -1.012850 -2.397995 -0.89 -0.60 -2.96 0.0988
H 1.672264 0.390923 -0.427594 0.14 -0.70 0.45 0.1352
H 2.513742 -1.906010 -2.510942 -0.06 2.34 0.95 0.1430
H 3.527754 -0.987287 -1.233516 -0.93 0.64 -1.61 0.1254
H 2.847836 1.172690 -2.309525 -0.40 0.91 -0.46 0.1001
H 1.647373 0.183587 -3.459863 0.27 1.13 0.71 0.1270
H -2.079518 -0.856839 1.029399 0.43 -0.17 -0.67 0.1287
H 0.511474 0.245562 2.039247 0.53 0.41 -0.33 0.1355
H -2.380842 1.113874 2.352382 -1.90 0.24 -0.65 0.0959
H -1.022722 1.680948 3.227441 1.32 2.59 1.49 0.0783
H -0.440945 -0.616120 4.001532 0.93 0.20 1.35 0.0849
H -1.796398 -1.280395 3.085126 0.05 0.77 0.26 0.1197
```
Forces are in eV/Å.